Entry 1:
Computed, not measured: 2 unconnected molecules or ions with the total composition C4H7NO, with ωB97M-V/def2-TZVPD.

Summary:
gap between HOMO and LUMO	9.83	eV
structure (SMILES)	C=C=NCC=O.[H][H]
HOMO	-8.86	eV
ΔE to the lowest compared entry with this formula, charge and spin	79.7	kcal/mol
largest force on an atom	0.69	eV/A
DFT total energy	-7796.19014	eV

Each line ends with the Mulliken charge.
Atoms and positions in Å:
C  -2.1108  0.2366  0.7028  -0.98
C  -0.8636  -0.0222  1.0116  0.75
N  0.2805  -0.2673  1.3783  -0.48
C  1.3461  -0.4372  0.4109  -0.40
C  1.3714  0.6077  -0.6904  0.05
O  0.6213  1.5467  -0.7619  -0.44
H  -2.8267  -0.5655  0.5655  0.29
H  -0.9154  -0.8450  -1.6547  -0.21
H  -2.4189  1.2656  0.5570  0.25
H  2.3122  -0.3934  0.9301  0.31
H  1.2959  -1.4296  -0.0582  0.30
H  -0.5229  -1.2504  -2.1412  0.22
H  2.1611  0.4403  -1.4533  0.34


Entry 2:
Computed, not measured: a single C4H7NO molecule at a distorted geometry, with ωB97M-V/def2-TZVPD.

Summary:
gap between HOMO and LUMO	9.86	eV
structure (SMILES)	C1NC[C@H]2O[C@@H]12
HOMO	-8.81	eV
ΔE to the lowest compared entry with this formula, charge and spin	112.4	kcal/mol
largest force on an atom	7.61	eV/A
DFT total energy	-7794.76824	eV

Each line ends with the Mulliken charge.
Atoms and positions in Å:
C  0.3884  1.1437  -0.6285  -0.41
C  -0.4998  -0.9897  -0.5254  -0.71
C  -0.2219  -0.6210  0.8812  -0.11
C  0.3094  0.7330  0.8062  -0.27
H  1.2381  1.7629  -1.0558  0.32
H  -0.7274  1.7416  -0.4330  0.19
H  1.2452  -0.6984  -1.1229  0.32
H  -0.4949  -1.9954  -0.7219  0.43
H  -1.6910  -0.5395  -0.4125  0.26
H  -0.9427  -1.2195  1.4724  0.40
H  -0.0324  1.2325  1.6589  0.53
N  0.2844  -0.1557  -1.2100  -0.44
O  1.1447  -0.3946  1.2914  -0.51


Entry 3:
Computed, not measured: a single C4H7NO molecule at a distorted geometry, with ωB97M-V/def2-TZVPD.

Summary:
gap between HOMO and LUMO	9.11	eV
structure (SMILES)	[O-][N@@+]12CC[C@@H]1C2
HOMO	-8.19	eV
ΔE to the lowest compared entry with this formula, charge and spin	135.2	kcal/mol
largest force on an atom	4.61	eV/A
DFT total energy	-7793.78034	eV

Each line ends with the Mulliken charge.
Atoms and positions in Å:
C  0.1848  -0.8602  -1.0203  -0.44
C  1.1647  0.2357  -0.2923  -0.62
C  -1.0877  0.7362  0.4698  -0.51
C  -0.7140  -0.6970  0.2235  -0.23
N  0.2133  0.4234  0.8248  0.71
O  0.7302  0.6043  1.9604  -0.82
H  -0.1719  -0.6450  -2.1374  0.26
H  0.7536  -1.8157  -0.9089  0.26
H  2.1522  -0.1542  0.0841  0.30
H  1.2935  1.2347  -0.8425  0.26
H  -1.3278  1.5037  -0.4254  0.18
H  -1.7791  0.8290  1.3374  0.30
H  -1.4118  -1.3948  0.7269  0.36


Entry 4:
Computed, not measured: a molecular structure, C4H7NO, with ωB97M-V/def2-TZVPD.

Summary:
gap between HOMO and LUMO	10.41	eV
HOMO	-9.67	eV
ΔE to the lowest compared entry with this formula, charge and spin	52.7	kcal/mol
largest force on an atom	0.74	eV/A
DFT total energy	-7797.35712	eV

Each line ends with the Mulliken charge.
Atoms and positions in Å:
C  -1.8285  -0.0955  -0.0002  -1.15
C  -0.3189  -0.2515  0.2246  0.20
N  0.8104  -0.8782  -0.6094  -0.60
C  1.7514  0.1686  -0.0981  -0.44
C  0.4928  0.9978  -0.0732  0.53
O  0.1808  2.0290  -0.6026  -0.55
H  -2.4159  -1.0192  0.0298  0.34
H  -2.0907  0.4878  -0.8895  0.30
H  -2.1671  0.5056  0.8632  0.29
H  -0.1750  -0.6154  1.2506  0.25
H  1.0780  -1.8029  -0.2783  0.26
H  2.5623  0.5145  -0.7367  0.31
H  2.1205  -0.0406  0.9199  0.25


Entry 5:
Computed, not measured: a single C4H7NO molecule, with ωB97M-V/def2-TZVPD.

Summary:
gap between HOMO and LUMO	10.61	eV
structure (SMILES)	O=CNC1CC1
HOMO	-9.57	eV
ΔE to the lowest compared entry with this formula, charge and spin	30.1	kcal/mol
largest force on an atom	0.37	eV/A
DFT total energy	-7798.33925	eV

Each line ends with the Mulliken charge.
Atoms and positions in Å:
O  2.9345  -1.4643  -0.1957  -0.56
C  2.0024  -0.7636  -0.5317  0.05
N  0.9544  -0.4373  0.2723  -0.23
C  -0.0699  0.5045  -0.0772  0.03
C  -1.2262  0.6298  0.8635  -0.68
C  -1.4343  0.0234  -0.4957  -0.50
H  1.9166  -0.3097  -1.5379  0.31
H  1.0410  -0.7309  1.2356  0.23
H  0.2978  1.4222  -0.5330  0.38
H  -1.2388  -0.0429  1.7179  0.26
H  -1.6187  1.6212  1.0679  0.23
H  -1.9768  0.5987  -1.2407  0.23
H  -1.5821  -1.0511  -0.5454  0.26


Entry 6:
Computed, not measured: a single C4H7NO molecule at a distorted geometry, with ωB97M-V/def2-TZVPD.

Summary:
gap between HOMO and LUMO	10.59	eV
structure (SMILES)	C1=NCCCO1
HOMO	-9.63	eV
ΔE to the lowest compared entry with this formula, charge and spin	37.9	kcal/mol
largest force on an atom	2.11	eV/A
DFT total energy	-7798.00297	eV

Each line ends with the Mulliken charge.
Atoms and positions in Å:
C  0.5463  -0.7123  0.6353  -0.50
C  -0.7989  -0.9591  -0.0449  -0.43
O  -1.6392  0.1796  0.1359  -0.36
C  -1.0025  1.3520  -0.1573  0.11
N  0.2290  1.5504  -0.3604  -0.51
C  1.1498  0.4273  -0.1988  -0.50
H  0.5153  -0.3973  1.6920  0.26
H  1.1428  -1.6233  0.5809  0.30
H  -0.5944  -1.1781  -1.1280  0.23
H  -1.3550  -1.8855  -0.0253  0.38
H  -1.7151  2.1751  -0.2238  0.38
H  2.0761  0.8179  0.2340  0.32
H  1.3964  0.0472  -1.1983  0.31


Entry 7:
Computed, not measured: a single C4H7NO molecule at a distorted geometry, with ωB97M-V/def2-TZVPD.

Summary:
gap between HOMO and LUMO	10.08	eV
structure (SMILES)	CC(C)=NC=O
HOMO	-9.51	eV
ΔE to the lowest compared entry with this formula, charge and spin	50.1	kcal/mol
largest force on an atom	5.57	eV/A
DFT total energy	-7797.47110	eV

Each line ends with the Mulliken charge.
Atoms and positions in Å:
C  -2.1552  -0.1660  1.5160  0.02
C  -0.2296  -0.1411  0.0874  0.94
C  -0.0225  -0.7063  -1.2827  -1.07
C  0.7164  0.7473  0.8138  -1.12
N  -1.4629  -0.2229  0.3654  -0.35
O  -1.9154  -0.8630  2.4712  -0.49
H  -3.2543  0.2010  1.4250  0.30
H  0.4803  0.0205  -1.9913  0.28
H  -0.8738  -1.0891  -1.7034  0.34
H  0.7075  -1.5987  -1.0502  0.25
H  1.5403  0.2070  1.4426  0.27
H  0.1962  1.1611  1.6536  0.33
H  1.3517  1.4329  0.1953  0.31


Entry 8:
Computed, not measured: a single C4H7NO molecule, with ωB97M-V/def2-TZVPD.

Summary:
gap between HOMO and LUMO	9.92	eV
structure (SMILES)	C=NC/C=C/O
HOMO	-8.95	eV
ΔE to the lowest compared entry with this formula, charge and spin	50.9	kcal/mol
largest force on an atom	0.43	eV/A
DFT total energy	-7797.43797	eV

Each line ends with the Mulliken charge.
Atoms and positions in Å:
O  -2.2368  -1.8073  0.2176  -0.47
C  -1.1638  -0.9938  0.3689  0.03
C  0.5820  2.2040  -0.1374  -0.28
N  0.8769  1.1655  -0.7940  -0.41
C  1.0905  -0.0528  -0.0193  -0.61
C  -0.0039  -1.0565  -0.2823  -0.29
H  -2.0306  -2.4709  -0.4548  0.30
H  -1.3624  -0.2333  1.1214  0.30
H  0.5001  2.2242  0.9610  0.23
H  0.3875  3.1387  -0.6655  0.27
H  1.1503  0.1635  1.0612  0.39
H  2.0552  -0.4726  -0.3232  0.32
H  0.1549  -1.8087  -1.0536  0.24


Entry 9:
Computed, not measured: a single C4H7NO molecule, with ωB97M-V/def2-TZVPD.

Summary:
gap between HOMO and LUMO	9.28	eV
HOMO	-8.46	eV
ΔE to the lowest compared entry with this formula, charge and spin	118.4	kcal/mol
largest force on an atom	0.42	eV/A
DFT total energy	-7794.50821	eV

Each line ends with the Mulliken charge.
Atoms and positions in Å:
C  -1.1337  -1.1626  -0.5455  -0.40
N  -1.0259  -0.6716  0.8232  -0.55
C  -0.3299  0.0433  -0.2396  0.00
C  1.3567  2.1510  0.8710  -0.24
O  1.8230  1.2598  0.0523  -0.19
C  1.1732  -0.0177  -0.2346  -0.59
H  -0.6503  -2.1182  -0.7399  0.24
H  -2.0654  -1.0119  -1.0886  0.26
H  -1.8702  -0.1864  1.1118  0.25
H  0.3801  1.7564  1.2741  0.19
H  -0.7414  0.9926  -0.5863  0.43
H  1.5157  -0.7360  0.5154  0.33
H  1.5682  -0.2987  -1.2131  0.26


Entry 10:
Computed, not measured: a single C4H7NO molecule, with ωB97M-V/def2-TZVPD.

Summary:
gap between HOMO and LUMO	10.97	eV
structure (SMILES)	C[C@H]1CN1C=O
HOMO	-10.02	eV
ΔE to the lowest compared entry with this formula, charge and spin	44.4	kcal/mol
largest force on an atom	0.54	eV/A
DFT total energy	-7797.72020	eV

Each line ends with the Mulliken charge.
Atoms and positions in Å:
C  0.7544  -0.9787  -1.2833  -1.35
C  0.5389  -0.0378  -0.1271  0.33
C  -0.1366  1.2702  -0.2482  -0.41
N  -0.8349  0.1110  0.3352  -0.31
C  -1.0223  0.1739  1.7359  0.11
O  -2.0970  0.2886  2.2563  -0.45
H  0.7013  -2.0186  -0.9441  0.29
H  1.7373  -0.8196  -1.7385  0.34
H  -0.0161  -0.8332  -2.0449  0.32
H  1.2981  -0.0964  0.6576  0.35
H  0.1850  2.0613  0.4301  0.28
H  -0.5395  1.6135  -1.1989  0.22
H  -0.0851  0.0951  2.3330  0.28


Repeat the fifth record exactly.
Computed, not measured: a single C4H7NO molecule, with ωB97M-V/def2-TZVPD.

Summary:
gap between HOMO and LUMO	10.61	eV
structure (SMILES)	O=CNC1CC1
HOMO	-9.57	eV
ΔE to the lowest compared entry with this formula, charge and spin	30.1	kcal/mol
largest force on an atom	0.37	eV/A
DFT total energy	-7798.33925	eV

Each line ends with the Mulliken charge.
Atoms and positions in Å:
O  2.9345  -1.4643  -0.1957  -0.56
C  2.0024  -0.7636  -0.5317  0.05
N  0.9544  -0.4373  0.2723  -0.23
C  -0.0699  0.5045  -0.0772  0.03
C  -1.2262  0.6298  0.8635  -0.68
C  -1.4343  0.0234  -0.4957  -0.50
H  1.9166  -0.3097  -1.5379  0.31
H  1.0410  -0.7309  1.2356  0.23
H  0.2978  1.4222  -0.5330  0.38
H  -1.2388  -0.0429  1.7179  0.26
H  -1.6187  1.6212  1.0679  0.23
H  -1.9768  0.5987  -1.2407  0.23
H  -1.5821  -1.0511  -0.5454  0.26


Q: Among the records above, which one has the lowest HOMO?
A: number 10